Formula: C5H10N4
Source: the Open Molecules 2025 dataset
Level of theory: ωB97M-V/def2-TZVPD

Each line ends with the Mulliken charge.
Cartesian coordinates (Å):
N (-1.912, -0.403, -0.150)  -0.7193
N (1.257, -0.916, -0.504)  0.0714
N (0.755, -1.102, -1.852)  -0.7228
N (0.453, 0.130, 1.420)  -0.4854
C (-0.378, -0.542, -1.946)  -0.5446
C (-0.708, 0.178, -0.609)  1.7303
C (0.417, -0.189, 0.218)  -0.1656
C (-0.889, 1.661, -0.969)  -1.3748
C (1.492, -0.140, 2.340)  -0.8335
H (-2.098, 1.776, -1.230)  0.3246
H (-0.108, 2.231, -1.633)  0.3134
H (1.377, 0.212, 3.302)  0.3072
H (-1.987, -1.604, -0.689)  0.3363
H (1.861, -1.712, -0.338)  0.2686
H (2.374, 0.384, 2.017)  0.2748
H (-0.702, 2.101, 0.186)  0.2662
H (-1.753, -0.478, 1.094)  0.3720
H (-1.068, -0.299, -2.886)  0.3468
H (1.617, -1.288, 2.227)  0.2345

Results
HOMO energy: -8.70 eV
largest force on an atom: 0.116 Eh/bohr
orbital gap: 9.471 eV
total energy: -11302.22789 eV
ΔE to the lowest compared entry with this formula, charge and spin: 5.650 eV

Formula: C5H10N4
Source: the Open Molecules 2025 dataset
Level of theory: ωB97M-V/def2-TZVPD

Each line ends with the Mulliken charge.
Cartesian coordinates (Å):
N (-0.786, -0.957, -1.225)  -0.2673
N (-1.130, -1.809, -0.378)  -0.5823
N (0.910, 2.332, -1.005)  -0.1836
N (1.656, 2.349, 0.193)  -0.5338
C (0.293, -0.328, 0.754)  -0.5304
C (-0.468, -1.653, 0.938)  0.4642
C (0.279, 1.182, -1.458)  -0.2778
C (0.016, 0.087, -0.695)  0.3017
C (-1.334, -1.734, 2.142)  -1.3070
H (-1.948, -2.701, 2.183)  0.3306
H (0.318, -2.460, 1.004)  0.1936
H (-2.030, -0.853, 2.252)  0.3126
H (1.902, 3.449, 0.351)  0.2856
H (-0.757, -1.827, 3.126)  0.3076
H (1.335, 2.824, -1.767)  0.2518
H (2.489, 1.658, -0.003)  0.2388
H (1.355, -0.477, 0.832)  0.2770
H (0.015, 0.522, 1.380)  0.3852
H (0.061, 1.129, -2.537)  0.3336

Results
HOMO energy: -7.85 eV
largest force on an atom: 0.078 Eh/bohr
orbital gap: 8.437 eV
SMILES: C[C@@H]1C/C(=C\NN)N=N1
total energy: -11304.18240 eV
ΔE to the lowest compared entry with this formula, charge and spin: 3.696 eV